# 1
This record from the OMol25 dataset describes C39H34N12NaO4S6 as an isolated structure. The level of theory is ωB97M-V/def2-TZVPD.

```
! RIJCOSX wB97M-V def2-TZVPD def2/J DEFGRID3
* xyz -1 1
Na 0.8513 0.1196 -0.9151
N 2.4159 2.7417 2.5485
C 2.4431 1.6267 1.7893
N 1.5254 1.7016 0.8715
C 0.9380 2.9018 1.0819
N 1.4538 3.5611 2.1088
C -0.1185 3.3902 0.2228
C -0.8295 4.5659 0.4931
N -1.7402 5.0416 -0.3367
C -1.9593 4.3441 -1.4447
C -1.2949 3.1495 -1.6963
N -0.3808 2.6792 -0.8707
H 3.0013 3.0049 3.3273
H 3.1216 0.8105 1.9255
H -0.6479 5.1350 1.3929
H -2.6781 4.7588 -2.1384
H -1.4907 2.5584 -2.5812
C -5.5505 -0.3947 -1.6699
C -4.5148 0.4834 -1.3797
C -3.2173 0.0249 -1.2857
C -2.9324 -1.3216 -1.5300
C -3.9808 -2.1955 -1.8515
C -5.2800 -1.7354 -1.9014
N -1.6265 -1.7306 -1.3928
N -1.2743 -2.7281 -2.0766
C 0.0388 -3.1156 -2.0601
C 0.3381 -4.4343 -2.4352
C 1.6635 -4.7813 -2.6074
C 2.6423 -3.8174 -2.4143
C 2.2453 -2.5490 -2.0091
N 0.9897 -2.2084 -1.8321
H -6.5690 -0.0373 -1.7168
H -4.7390 1.5295 -1.2142
H -2.3964 0.6801 -1.0433
H -3.7499 -3.2345 -2.0337
H -6.0859 -2.4194 -2.1327
H -0.4534 -5.1510 -2.5878
H 1.9352 -5.7860 -2.9021
H 3.6845 -4.0431 -2.5752
H 2.9687 -1.7706 -1.8191
O -0.0044 0.2658 -2.9729
C 0.5999 0.6179 -3.9690
C 1.8370 1.3420 -4.0407
C 2.1846 1.9208 -5.2484
C 3.2823 2.7612 -5.3597
C 4.0841 3.0169 -4.2210
C 3.8067 2.4149 -3.0415
C 2.6919 1.5081 -2.8711
O 2.5082 0.8948 -1.8121
N 3.5751 3.3750 -6.5829
O 2.9151 3.0642 -7.5730
O 4.4731 4.2117 -6.6261
H 0.1450 0.4204 -4.9700
H 1.5740 1.7517 -6.1253
H 4.9244 3.6863 -4.3307
H 4.4266 2.5827 -2.1725
C 4.9082 -2.3953 3.6843
S 5.3858 -0.6746 3.3149
C 5.7850 -0.7747 1.6076
C 4.8596 -1.0532 0.6469
S 3.2700 -1.5056 0.9221
S 5.5149 -0.9963 -1.0152
C 7.1727 -0.6745 -0.6015
S 8.3700 -0.6030 -1.7197
S 7.4381 -0.4562 1.1010
H 4.6852 -2.4400 4.7434
H 5.7365 -3.0525 3.4415
H 4.0298 -2.6377 3.0941
C -0.5197 -4.2834 3.3226
C -0.7692 -2.9902 3.7542
C -0.2444 -1.9341 3.0218
N 0.4576 -2.1041 1.9185
C 0.6995 -3.3366 1.5122
C 0.2444 -4.4632 2.1812
H -0.9247 -5.1274 3.8675
H -1.3635 -2.8085 4.6380
H -0.4000 -0.9053 3.3261
H 1.2972 -3.4170 0.6176
H 0.4693 -5.4526 1.8161
C -4.4046 2.9984 5.3113
C -4.3233 1.9491 4.2546
C -5.2869 1.0069 4.0179
C -5.0744 0.0917 2.9495
N -3.9928 0.1086 2.2202
C -3.0184 0.9941 2.4605
S -1.5904 1.0683 1.6478
N -3.2184 1.9330 3.4800
C -6.0874 -0.9517 2.6083
H -5.3492 2.9362 5.8436
H -4.3129 3.9862 4.8619
H -3.5865 2.8771 6.0205
H -6.1848 0.9676 4.6124
H -2.4712 2.6047 3.6029
H -7.0024 -0.8289 3.1820
H -5.6640 -1.9366 2.8017
H -6.3041 -0.9051 1.5431
*
```

## Properties
* HOMO energy: -4.057 eV
* energy relative to the best compared isomer or geometry (same formula, charge and spin): 104.9 kJ/mol
* strongest force on any atom: 0.0635 Eh/bohr
* HOMO-LUMO gap: 5.46 eV

=====

# 2
This record from the OMol25 dataset describes a 2-piece molecular cluster, C10H13OPS overall. The level of theory is ωB97M-V/def2-TZVPD.

```
! RIJCOSX wB97M-V def2-TZVPD def2/J DEFGRID3
* xyz 0 3
C 0.7619 1.1662 1.3481
C 1.3667 -0.9839 0.3702
C -0.9469 -0.2028 0.3484
C 1.7203 0.2301 0.9972
C -0.5829 0.9926 0.9768
C 0.0459 -1.1848 0.0394
C -2.2429 -0.4809 -0.0569
C 3.1265 0.2937 1.4173
C -1.6339 2.0904 1.1012
C -0.3246 -2.3700 -0.7877
O -3.3330 -0.8859 0.0063
P -2.6008 0.9601 -2.7304
S -3.0159 -1.0165 -3.3929
H 1.0083 2.1471 1.7929
H 2.1624 -1.7277 0.4011
H 3.6621 0.3239 0.4979
H 3.3952 1.1818 1.8905
H 3.5221 -0.6136 1.8363
H -1.3540 2.9522 1.8034
H -2.0066 2.5785 0.1950
H -2.4808 1.5667 1.6379
H -1.2390 -2.6057 -0.2879
H -0.4152 -2.2835 -1.9190
H 0.3357 -3.1671 -0.4256
H -1.2749 0.6112 -2.6887
H -4.3163 -1.2508 -3.5375
*
```

## Properties
* HOMO energy (alpha / beta): -5.856 / -9.038 eV
* expectation value of S²: 2.0432
* strongest force on any atom: 0.0496 Eh/bohr
* HOMO-LUMO gap (alpha / beta): 6.42 / 7.93 eV

=====

# 3
This record from the OMol25 dataset describes one molecule with the formula C14H16Cl3NO2. The level of theory is ωB97M-V/def2-TZVPD.

```
! RIJCOSX wB97M-V def2-TZVPD def2/J DEFGRID3
* xyz 0 1
C -3.0195 1.5996 1.5795
C -2.3358 2.3151 0.4201
C -0.7689 2.2338 0.3523
C -0.2091 2.6190 1.7466
N -0.4924 0.8100 -0.0068
C 0.6638 0.0657 0.1640
O 1.6593 0.6304 0.5538
C 0.8055 -1.3516 -0.1849
C 2.1303 -1.8207 -0.4327
C 2.3111 -3.1587 -0.6985
Cl 3.9658 -3.6852 -1.0844
C 1.2198 -4.0364 -0.8143
C 1.4105 -5.4624 -1.2082
C -0.0674 -3.5667 -0.6061
Cl -1.4434 -4.6542 -0.7517
C -0.2889 -2.2455 -0.2316
C -0.2423 3.2797 -0.6923
O -1.0641 4.0055 -1.2835
C 1.2425 3.5803 -0.9752
Cl 1.7734 4.9810 0.0147
H -4.0851 1.5223 1.3920
H -2.7125 0.5540 1.6922
H -2.8337 2.1262 2.5026
H -2.6640 3.3484 0.4557
H -2.7277 1.9109 -0.5106
H -0.6026 3.6125 2.0204
H -0.5627 1.8423 2.4681
H 0.8734 2.6584 1.7042
H -1.2711 0.3000 -0.4472
H 2.9940 -1.1433 -0.3904
H 2.3802 -5.8722 -0.9444
H 1.2835 -5.5374 -2.2549
H 0.7085 -6.1347 -0.6607
H -1.2869 -1.8934 -0.0635
H 1.3681 3.8356 -2.0634
H 1.8886 2.7318 -0.7609
*
```

## Properties
* HOMO energy: -9.633 eV
* energy relative to the best compared isomer or geometry (same formula, charge and spin): 25.1 kJ/mol
* structure (SMILES): CC[C@@](C)(NC(=O)c1cc(Cl)c(C)c(Cl)c1)C(=O)CCl
* strongest force on any atom: 0.0602 Eh/bohr
* HOMO-LUMO gap: 9.68 eV

=====

# 4
This record from the OMol25 dataset describes one molecule with the formula C4H9N. The level of theory is ωB97M-V/def2-TZVPD.

```
! RIJCOSX wB97M-V def2-TZVPD def2/J DEFGRID3
* xyz 0 1
C 1.3376 0.1646 0.8312
C 0.4832 0.0369 -0.1500
C 0.7753 -0.1481 -1.6098
N -0.9547 0.6975 -0.0637
C -1.6885 -0.2854 0.7503
H 1.1982 0.7972 1.7132
H 2.2597 -0.3569 1.0069
H 0.0291 -0.7584 -2.1086
H 0.7579 0.8664 -2.0091
H 1.7928 -0.4920 -1.8171
H -0.2429 1.1502 0.5074
H -2.6917 0.0538 1.0103
H -1.8675 -1.2352 0.2396
H -1.1885 -0.4905 1.6995
*
```

## Properties
* HOMO energy: -9.455 eV
* energy relative to the best compared isomer or geometry (same formula, charge and spin): 283.6 kJ/mol
* structure (SMILES): C=C(C)NC
* strongest force on any atom: 0.0804 Eh/bohr
* HOMO-LUMO gap: 10.45 eV